{"formula": "C4H4FNOS", "method": "the ωB97M-V functional and the def2-TZVPD basis", "homo_lumo_gap_ev": 9.64, "charge": 0, "fmax_ev_per_a": 5.974, "e_above_lowest_kj_mol": 431.4, "lumo_energy_ev": -0.143, "e_homo_ev": -9.78, "multiplicity": 1, "symbols": ["C", "C", "C", "C", "H", "H", "H", "H", "N", "O", "F", "S"], "xyz": [[-0.43514, 0.38203, -0.04311], [-0.85882, -0.77579, 0.84014], [-0.61711, -0.43994, 2.23962], [-0.25056, -0.41647, 3.34932], [2.72947, 0.53349, -1.79086], [-0.08831, -1.04406, -1.88294], [-1.92105, -0.97190, 0.66304], [-0.20069, -0.31008, 4.48154], [0.22805, -0.01187, -1.31990], [-0.64761, 1.47455, 0.39855], [-0.26516, -1.97414, 0.57212], [1.15134, 0.95922, -2.43030]], "forces_ev_per_angstrom": [[1.16, -0.40, -1.88], [-0.85, -0.24, 0.20], [-0.60, -0.59, -3.28], [0.37, 0.67, 5.92], [-3.47, 1.02, -1.52], [1.15, 4.05, 3.00], [-0.16, 0.42, 0.10], [0.27, -0.27, -2.41], [-1.76, -2.64, -1.31], [0.58, 0.05, -1.17], [0.72, -0.64, -0.54], [2.59, -1.43, 2.89]], "lowdin_charge": [-0.455, -0.306, -0.077, 0.126, 0.020, 0.191, 0.162, 0.082, -0.456, 0.111, 0.016, 0.585]}

{"formula": "C4H4FNOS", "method": "the ωB97M-V functional and the def2-TZVPD basis", "homo_lumo_gap_ev": 8.55, "charge": 0, "fmax_ev_per_a": 4.131, "e_above_lowest_kj_mol": 114.6, "lumo_energy_ev": 0.526, "smiles": "Oc1[nH]c(F)cc1S", "e_homo_ev": -8.03, "multiplicity": 1, "symbols": ["O", "C", "N", "C", "F", "C", "C", "S", "H", "H", "H", "H"], "xyz": [[0.85954, -1.95963, 0.06606], [0.24770, -0.72849, -0.22340], [-0.00821, -0.23482, -1.45170], [-0.56968, 1.00575, -1.29764], [-1.11685, 1.46194, -2.36237], [-0.54962, 1.31327, 0.03299], [0.12645, 0.25227, 0.66557], [0.89445, 0.25940, 2.20900], [1.03755, -2.03080, 0.99054], [0.00079, -0.80257, -2.29518], [-1.02583, 2.19805, 0.68518], [0.10372, -0.73439, 2.98095]], "forces_ev_per_angstrom": [[-1.05, 1.09, -3.06], [2.91, -2.63, 1.05], [-0.17, -1.95, -0.81], [0.69, -1.12, 2.18], [-1.17, 1.62, -1.74], [-1.52, 3.69, 1.06], [-0.99, 0.26, 1.41], [-1.05, -1.64, 2.09], [0.13, 0.45, 1.12], [-0.18, 0.46, 0.25], [1.29, -1.99, -2.20], [1.11, 1.75, -1.35]], "lowdin_charge": [0.050, -0.377, 0.178, -0.378, 0.144, -0.042, -0.683, 0.769, 0.043, 0.183, 0.163, -0.051]}

{"formula": "C4H4FNS", "method": "the ωB97M-V functional and the def2-TZVPD basis", "homo_lumo_gap_ev": 8.02, "charge": 0, "fmax_ev_per_a": 14.768, "e_above_lowest_kj_mol": 552.5, "lumo_energy_ev": -1.585, "smiles": "C[C@@](F)(C#N)C=S", "e_homo_ev": -9.60, "multiplicity": 1, "symbols": ["C", "C", "F", "C", "N", "C", "S", "H", "H", "H", "H"], "xyz": [[-0.78762, -1.12842, -0.57642], [0.16742, -0.04559, -0.60140], [1.20058, 0.06965, -1.43626], [-0.53321, 1.22137, -0.99787], [-0.98448, 2.10711, -1.98490], [0.73418, 0.00294, 0.84726], [-0.00444, -0.72822, 2.19888], [-1.74537, -1.28454, -1.44232], [-0.20249, -2.17144, -0.45530], [-1.32475, -0.83854, 0.43711], [1.94516, 0.26767, 1.06975]], "forces_ev_per_angstrom": [[-3.81, -4.15, -0.87], [-0.36, 3.19, 1.70], [1.97, -1.59, -1.29], [-5.26, 9.32, -10.18], [4.51, -8.96, 10.54], [2.40, -1.45, 3.72], [1.68, 2.01, -2.29], [3.43, 0.89, 2.29], [-1.57, 2.34, -0.16], [0.62, -1.32, -2.22], [-3.61, -0.29, -1.24]], "lowdin_charge": [-0.139, -0.744, 0.056, -0.013, 0.120, -0.464, 0.697, 0.180, 0.137, 0.032, 0.139]}

{"formula": "C4H4FNS", "method": "the ωB97M-V functional and the def2-TZVPD basis", "homo_lumo_gap_ev": 8.64, "charge": 0, "fmax_ev_per_a": 2.824, "e_above_lowest_kj_mol": 107.3, "lumo_energy_ev": 0.210, "smiles": "F/C=C1\\C=NSC1", "e_homo_ev": -8.43, "multiplicity": 1, "symbols": ["F", "C", "C", "C", "N", "S", "C", "H", "H", "H", "H"], "xyz": [[0.76337, -2.15588, -1.81411], [-0.18532, -1.15215, -1.55828], [-0.08060, -0.37087, -0.54077], [0.66543, -0.61379, 0.68978], [0.58545, 0.28315, 1.61663], [-0.29915, 1.60696, 1.17202], [-0.98975, 0.84235, -0.37786], [-0.96986, -0.94412, -2.25996], [1.26662, -1.55746, 0.74607], [-0.88141, 1.53154, -1.21915], [-2.05586, 0.44628, -0.28583]], "forces_ev_per_angstrom": [[-1.90, 1.13, 0.32], [1.48, -1.62, -1.78], [-0.42, 1.38, 2.23], [0.95, -0.07, 0.38], [0.84, -1.68, -0.69], [-1.12, 0.35, -0.54], [-0.51, -0.82, 0.20], [0.22, -0.72, -0.98], [-0.53, 1.10, 0.49], [-0.22, -0.10, 0.22], [1.19, 1.04, 0.14]], "lowdin_charge": [-0.011, -0.070, -0.315, -0.210, -0.328, 0.856, -0.369, 0.125, 0.136, 0.076, 0.110]}

{"formula": "C4H4FeO2", "method": "the ωB97M-V functional and the def2-TZVPD basis", "homo_lumo_gap_ev": [5.58, 6.45], "charge": 0, "fmax_ev_per_a": 7.527, "lumo_energy_ev": [-0.857, -0.984], "s_squared": 6.059, "e_homo_ev": [-6.43, -7.44], "multiplicity": 5, "symbols": ["H", "O", "C", "C", "C", "C", "O", "Fe", "H", "H", "H"], "xyz": [[2.57448, -1.59985, 0.31598], [-1.70064, 1.32225, 0.43905], [-0.60348, 0.83524, -0.38780], [0.20427, -0.07601, 0.53683], [1.47742, -0.48130, 0.19567], [1.32797, -1.78433, -0.07496], [1.12450, -2.54289, -1.09374], [-1.05797, 0.37812, 2.06938], [-2.27730, 1.95127, -0.00128], [-0.03357, 1.70290, -0.75392], [-1.03568, 0.29460, -1.24523]], "forces_ev_per_angstrom": [[0.09, -1.64, 1.16], [-0.31, 0.34, -0.32], [1.03, 0.32, -0.12], [-1.73, 2.57, 1.62], [-3.97, 0.13, -1.49], [4.19, -2.49, -5.74], [-0.12, 1.82, 4.33], [0.62, -0.90, 0.37], [-0.03, 0.04, -0.13], [-0.05, -0.18, 0.00], [0.29, -0.03, 0.31]], "lowdin_spin": [0.151, 0.054, 0.072, 0.317, 0.164, 0.116, 0.044, 3.059, 0.007, 0.010, 0.006]}

{"formula": "C4H4IN", "method": "the ωB97M-V functional and the def2-TZVPD basis", "homo_lumo_gap_ev": [6.91, 6.91], "charge": 0, "fmax_ev_per_a": 3.244, "e_above_lowest_kj_mol": 588.5, "lumo_energy_ev": [-1.448, -1.449], "e_homo_ev": [-8.36, -8.36], "multiplicity": 1, "symbols": ["C", "C", "C", "C", "N", "I", "H", "H", "H", "H"], "xyz": [[-0.19248, -1.69457, 0.00838], [0.53299, -0.60182, 0.00066], [-1.40179, 0.84780, -0.08418], [-2.28018, -0.06983, -0.41459], [-0.10072, 0.69321, 0.15896], [-4.28463, -0.12792, -0.00620], [-1.39832, -1.55964, -0.12298], [1.61188, -0.60386, -0.01327], [-1.51534, 1.90106, 0.13673], [0.44168, 1.45873, -0.06084]], "forces_ev_per_angstrom": [[-1.39, 0.77, -1.03], [-0.79, 0.41, 0.67], [0.12, 1.35, 0.62], [0.70, -2.06, 0.74], [1.27, -2.98, -0.12], [0.26, -0.10, -0.16], [-0.33, 0.27, -0.03], [0.11, 0.09, 0.19], [-1.42, 0.36, -0.50], [1.49, 1.88, -0.39]], "lowdin_charge": [0.104, -0.232, -0.370, -0.629, -0.019, 0.822, 0.006, 0.093, 0.129, 0.097]}

{"formula": "C4H4IN2", "method": "the ωB97M-V functional and the def2-TZVPD basis", "homo_lumo_gap_ev": [6.73, 6.73], "charge": 1, "fmax_ev_per_a": 3.444, "e_above_lowest_kj_mol": 460.3, "lumo_energy_ev": [-6.314, -6.314], "e_homo_ev": [-13.04, -13.04], "multiplicity": 1, "symbols": ["C", "C", "C", "C", "N", "N", "I", "H", "H", "H", "H"], "xyz": [[-0.89168, -1.71378, 0.10457], [0.34723, 0.43697, -0.43261], [-0.83707, 0.43681, -1.14474], [1.41793, 1.17819, 0.15603], [-0.20277, -0.74202, -0.60702], [-2.01856, -1.36878, 0.66585], [-2.72407, 0.44923, 0.28226], [-0.52808, -2.67096, 0.51084], [2.24995, 1.06522, -0.54803], [1.85832, 0.69402, 1.06071], [1.32879, 2.23508, -0.04787]], "forces_ev_per_angstrom": [[-2.04, -0.19, 2.77], [0.61, 0.03, 1.02], [-1.08, 0.92, -2.84], [1.50, -1.10, -0.24], [0.51, -0.48, 0.28], [1.54, -0.61, -1.04], [-0.49, 0.18, 0.58], [0.47, 0.40, -1.01], [0.27, -0.70, -0.43], [-0.65, 1.04, -0.28], [-0.63, 0.51, 1.19]], "lowdin_charge": [-0.212, -0.259, -0.195, 0.042, 0.011, -0.336, 1.404, 0.157, 0.134, 0.139, 0.116]}

{"formula": "C4H4INO7P", "method": "the ωB97M-V functional and the def2-TZVPD basis", "homo_lumo_gap_ev": 7.58, "charge": -1, "fmax_ev_per_a": 2.136, "lumo_energy_ev": 2.493, "smiles": "N=P(O)(O)[C@]1(C(=O)[O-])OC(=O)O[C@H]1I", "e_homo_ev": -5.09, "multiplicity": 1, "symbols": ["N", "P", "O", "O", "C", "C", "O", "O", "O", "C", "O", "O", "C", "I", "H", "H", "H", "H"], "xyz": [[-0.69992, 1.00897, 2.13911], [-0.31116, 1.34118, 0.65795], [-1.37051, 2.29767, -0.03541], [1.10000, 2.08977, 0.58278], [-0.12056, -0.19810, -0.32603], [0.81512, 0.14488, -1.55210], [0.24265, 0.67545, -2.50842], [1.99891, -0.14020, -1.44939], [-1.29922, -0.79414, -0.92303], [-0.81015, -2.02114, -1.28120], [-0.92269, -2.57521, -2.31953], [-0.11179, -2.51971, -0.20738], [0.26080, -1.37157, 0.56522], [2.21895, -1.39868, 1.38950], [0.03173, 1.37335, 2.73717], [-2.25896, 1.95458, 0.08681], [1.70589, 1.52332, 1.07846], [-0.46909, -1.39040, 1.36549]], "forces_ev_per_angstrom": [[0.23, -0.14, -0.56], [-0.64, -0.62, 1.94], [0.75, 0.21, -0.74], [-0.68, 0.22, -0.72], [0.33, 0.30, -0.57], [0.01, 0.56, -1.19], [-0.78, 0.21, 0.27], [1.44, -0.63, 0.89], [-0.24, 0.02, -0.35], [0.13, -0.08, 0.38], [-0.63, -0.15, 0.17], [0.90, 0.24, -0.92], [-1.09, -0.16, 0.34], [-0.23, -0.17, -0.07], [-0.28, 0.01, 0.44], [-0.19, -0.08, 0.06], [0.44, -0.05, -0.14], [0.56, 0.32, 0.76]], "lowdin_charge": [-0.175, 0.516, -0.105, -0.129, -0.407, -0.762, 0.011, -0.066, 0.064, -0.545, 0.196, -0.001, -0.692, 0.938, -0.031, 0.084, 0.028, 0.075]}

{"formula": "C4H4KO2", "method": "the ωB97M-V functional and the def2-TZVPD basis", "homo_lumo_gap_ev": [5.34, 5.34], "charge": -1, "fmax_ev_per_a": 0.973, "e_above_lowest_kj_mol": 0.0, "lumo_energy_ev": [2.567, 2.567], "e_homo_ev": [-2.78, -2.78], "multiplicity": 1, "symbols": ["O", "C", "C", "C", "C", "O", "H", "H", "H", "K", "H"], "xyz": [[2.49587, -0.96040, -2.15020], [1.52175, -0.67632, -1.49972], [0.58457, -0.43176, -0.68766], [-0.81761, -0.07971, -0.58141], [-1.66467, -0.56700, 0.51322], [-1.14355, 0.75921, 0.59216], [-1.33812, 0.27939, -1.47588], [-1.23705, -1.27713, 1.22676], [-2.74796, -0.62009, 0.37766], [1.23234, 1.25437, 1.45923], [3.11444, 2.31943, 2.22585]], "forces_ev_per_angstrom": [[-0.43, 0.18, 0.17], [0.01, -0.16, 0.08], [-0.20, -0.22, -0.44], [0.94, -0.08, -0.25], [-0.15, -0.09, 0.05], [-0.74, 0.10, 0.05], [0.02, -0.06, 0.25], [-0.09, 0.15, -0.21], [0.16, -0.02, 0.09], [0.19, -0.06, -0.06], [0.30, 0.27, 0.28]], "lowdin_charge": [-0.033, -0.384, -0.159, -0.365, -0.167, -0.238, 0.130, 0.108, 0.099, 0.342, -0.333]}

{"formula": "C4H4LiMnO5", "method": "the ωB97M-V functional and the def2-TZVPD basis", "homo_lumo_gap_ev": [8.89, 8.10], "charge": 2, "fmax_ev_per_a": 2.431, "lumo_energy_ev": [-7.457, -8.747], "s_squared": 12.016, "e_homo_ev": [-16.34, -16.85], "multiplicity": 7, "symbols": ["O", "C", "O", "Li", "Mn", "C", "C", "H", "H", "O", "C", "O", "O", "H", "H"], "xyz": [[-4.23933, -0.90441, 0.30226], [-4.53206, 0.26261, 0.05708], [-3.70269, 1.17871, -0.17599], [-3.68741, 3.04272, -0.23524], [-2.23968, -0.36685, 0.10705], [-0.24636, -0.33999, -0.33577], [0.59240, -1.15425, 0.28288], [0.10358, 0.31468, -1.14260], [0.41932, -2.19015, 0.57716], [3.70359, 0.29627, 1.04528], [2.72976, -0.12010, 0.32862], [2.79717, 0.00053, -0.94008], [1.81228, -0.73702, 0.95438], [4.53626, 0.36695, 0.55003], [1.95318, 0.35033, -1.37507]], "forces_ev_per_angstrom": [[-0.22, 0.66, -0.07], [-1.07, -1.30, 0.26], [0.61, 1.31, -0.09], [-0.30, 0.08, -0.06], [0.56, -0.99, -0.31], [0.18, -0.90, -1.56], [-0.83, -0.24, 1.29], [0.05, 1.13, 1.04], [-0.11, 0.48, 0.61], [0.01, -0.56, 0.39], [0.77, -0.44, 0.77], [-1.20, 1.22, -1.73], [0.12, 0.08, -0.99], [0.11, 0.48, -0.17], [1.32, -1.02, 0.62]], "lowdin_spin": [0.216, 0.633, 0.227, 0.017, 4.785, 0.016, 0.075, 0.009, 0.006, 0.001, 0.003, 0.001, 0.010, 0.000, 0.001]}